[1]
24
Properties=species:S:1:pos:R:3 method="wB97M-V/def2-TZVPD" relative_energy_kj_mol=41.6 fmax_ev_per_a=4.021 charge=+1 lumo_energy_ha=-0.1410 total_energy_ev=-18957.3493 smiles="O=C1NC(=O)[C@H](C2=NN3C[C@H]2C[NH2+]3)N1" spin_multiplicity=1
O -3.94 -1.38 -1.01
C -3.14 -0.62 -0.47
N -3.33 0.77 -0.25
C -2.28 1.37 0.34
O -2.06 2.50 0.50
C -1.33 0.11 0.83
C 0.10 0.32 0.44
N 0.87 1.05 1.12
N 2.12 1.16 0.48
C 1.79 0.95 -0.97
C 0.95 -0.34 -0.70
C 2.02 -1.27 -0.15
N 2.79 -0.30 0.75
N -2.09 -1.04 0.30
H -4.18 1.26 -0.53
H -1.41 0.09 1.89
H 2.72 0.73 -1.55
H 1.24 1.69 -1.45
H 0.40 -0.58 -1.62
H 1.75 -2.06 0.43
H 2.54 -1.77 -0.90
H 2.65 -0.53 1.74
H 3.78 -0.11 0.34
H -1.96 -2.03 0.45


[2]
56
Properties=species:S:1:pos:R:3 method="wB97M-V/def2-TZVPD" relative_energy_kj_mol=0.0 fmax_ev_per_a=1.724 lumo_energy_ha=0.0200 total_energy_ev=-37697.2287 smiles="CNC(=O)[C@@H](NC(C)=O)C(C)C.O=C(Nc1ccc(F)cc1F)N1CCCC1" spin_multiplicity=1
C 3.43 -4.76 0.75
N 1.98 -4.55 0.82
C 1.37 -3.37 0.74
O 2.00 -2.32 0.61
C -0.16 -3.38 0.89
N -0.57 -3.90 2.22
C -0.59 -5.19 2.56
C -1.04 -5.50 3.97
O -0.25 -6.09 1.81
C -0.84 -2.02 0.60
C -2.35 -2.23 0.43
C -0.63 -0.95 1.68
H 3.70 -5.70 1.23
H 3.74 -4.79 -0.30
H 3.95 -3.94 1.25
H 1.39 -5.36 0.98
H -0.52 -4.08 0.14
H -0.84 -3.23 2.91
H -2.06 -5.16 4.11
H -0.98 -6.58 4.13
H -0.38 -4.99 4.68
H -0.45 -1.64 -0.35
H -2.54 -2.91 -0.40
H -2.79 -2.65 1.34
H -2.84 -1.28 0.22
H 0.43 -0.78 1.84
H -1.10 -1.24 2.61
H -1.08 -0.01 1.34
O 1.14 3.55 -3.04
C 0.57 3.82 -1.99
N -0.44 3.01 -1.49
C -0.95 1.81 -2.00
C -0.25 0.96 -2.87
C -0.82 -0.23 -3.33
C -2.11 -0.59 -2.94
F -2.67 -1.74 -3.39
C -2.82 0.24 -2.07
C -2.24 1.42 -1.59
F -2.95 2.19 -0.72
N 0.91 4.99 -1.33
C 1.97 5.87 -1.80
C 1.91 7.06 -0.85
C 1.31 6.49 0.43
C 0.34 5.41 -0.06
H -0.99 3.45 -0.76
H 0.76 1.20 -3.20
H -0.27 -0.88 -4.00
H -3.82 -0.03 -1.76
H 2.94 5.36 -1.73
H 1.82 6.19 -2.84
H 2.90 7.49 -0.68
H 1.26 7.83 -1.27
H 2.09 6.04 1.04
H 0.80 7.26 1.02
H -0.66 5.82 -0.20
H 0.30 4.59 0.67


[3]
20
Properties=species:S:1:pos:R:3 method="wB97M-V/def2-TZVPD" relative_energy_kj_mol=101.7 fmax_ev_per_a=1.990 charge=-1 s_squared=0.754 lumo_energy_ha="0.1283 / 0.1279" total_energy_ev=-9498.4854 spin_multiplicity=2
O 3.69 -0.43 -1.73
C 2.43 -0.33 -1.60
C 1.66 -1.21 -0.66
C 0.14 -1.21 -0.90
C -0.40 0.24 -0.76
C -0.38 0.80 0.68
C -1.66 0.46 1.49
C -2.19 1.37 2.30
H 1.81 0.08 -2.45
H 1.67 -1.02 0.43
H 2.05 -2.24 -0.61
H -0.28 -1.57 -1.85
H -0.47 -1.71 -0.11
H -1.44 0.43 -1.06
H 0.18 0.91 -1.40
H -0.36 1.87 0.64
H 0.52 0.48 1.21
H -2.04 -0.53 1.27
H -3.24 1.33 2.56
H -1.68 2.29 2.53


[4]
10
Properties=species:S:1:pos:R:3 method="wB97M-V/def2-TZVPD" relative_energy_kj_mol=170.9 fmax_ev_per_a=5.427 lumo_energy_ha=0.0167 total_energy_ev=-26892.1178 smiles="O=C(S)[C@@H]1CS1" spin_multiplicity=1
O -1.40 -1.05 0.00
C -0.28 -0.82 0.39
S 0.83 -1.70 1.23
C 0.39 0.58 -0.02
C -0.55 1.82 0.12
S 0.06 1.49 -1.60
H -0.06 -2.78 1.30
H 1.32 0.88 0.46
H -1.66 1.65 0.16
H 0.05 2.55 0.81


[5]
9
Properties=species:S:1:pos:R:3 method="wB97M-V/def2-TZVPD" relative_energy_kj_mol=343.6 fmax_ev_per_a=3.449 lumo_energy_ha="-0.0094 / -0.0094" total_energy_ev=-18658.4273 spin_multiplicity=1
C 1.02 -0.85 0.14
C 0.07 0.25 -0.06
C 3.37 -0.31 0.45
N 2.30 -0.69 0.02
N 0.38 1.46 0.21
Cl 4.78 0.26 -0.14
H 0.76 -1.82 0.24
H -0.94 -0.18 -0.48
H -0.37 2.07 -0.09


[6]
13
Properties=species:S:1:pos:R:3 method="wB97M-V/def2-TZVPD" relative_energy_kj_mol=345.3 fmax_ev_per_a=0.437 lumo_energy_ha=0.0441 total_energy_ev=-6784.9343 smiles=C1[C@@H]2[C@H]1[C@@H]1N[C@H]21 spin_multiplicity=1
C 1.23 -0.32 0.60
C 0.45 -0.66 -0.64
C 0.66 0.79 -0.20
C -0.88 0.91 -0.02
N -1.55 -0.12 0.78
C -1.08 -0.45 -0.54
H 2.29 -0.46 0.45
H 0.91 -0.51 1.62
H 0.88 -1.30 -1.41
H 1.27 1.61 -0.57
H -1.42 1.82 -0.28
H -0.99 -0.54 1.52
H -1.78 -0.77 -1.30